Entry 1:
# C3H7NO

A 2-piece molecular cluster, C3H7NO overall in a non-equilibrium geometry (the ωB97M-V functional and the def2-TZVPD basis, the OMol25 dataset).

Each line ends with the Löwdin charge.
Atoms and positions in Å:
C (-0.749, -0.324, 1.393)  -0.067
C (-2.065, -0.481, 1.420)  -0.077
C (0.470, -0.580, -2.009)  -0.024
N (1.983, 1.098, -1.112)  0.046
O (1.550, -0.388, -1.551)  -0.134
H (-0.186, -0.195, 0.521)  -0.002
H (-0.305, -0.481, 2.303)  0.017
H (-2.704, -0.918, 2.262)  0.075
H (-2.649, -0.129, 0.527)  0.055
H (-0.373, 0.004, -2.013)  0.005
H (2.269, 1.124, -0.058)  0.096
H (2.758, 1.272, -1.683)  0.009

Entry 2:
# C3H7NO

A 2-piece molecular cluster, C3H7NO overall in a non-equilibrium geometry (the ωB97M-V functional and the def2-TZVPD basis, the OMol25 dataset).

Results
SMILES   C=NC.C=O

Each line ends with the Löwdin charge.
Atoms and positions in Å:
C (-2.532, 1.311, 0.938)  -0.032
N (-2.741, 0.135, 1.520)  -0.087
C (-3.314, -0.883, 0.646)  -0.184
H (-2.429, 2.053, 1.637)  0.030
H (-2.881, 1.424, -0.046)  0.052
H (-3.302, -1.881, 1.056)  0.049
H (-4.342, -0.616, 0.308)  0.085
H (-2.633, -1.074, -0.237)  0.086
C (4.130, -0.665, -1.409)  -0.205
O (4.682, 0.359, -1.441)  0.006
H (4.667, -1.681, -1.364)  0.094
H (2.943, -0.625, -1.516)  0.106

Calculated ΔE to the lowest compared entry with this formula, charge and spin, 172.3, 80.3 kcal/mol (same order as the records).
Calculated gap between HOMO and LUMO, 8.803, 10.700 eV (same order as the records).